C21H23BBr2N5O2Rh as an isolated structure, computed with ωB97M-V with the def2-TZVPD basis set.

## Properties
Orbital gap (spin up / spin down): 6.9 / 5.1 eV
Calculated total energy: -177447.0536 eV
Spin multiplicity: 5
Highest occupied orbital energy (spin up / spin down): -14.1006 / -14.0591 eV
Net charge: +2

XYZ file:
```
55
Properties=species:S:1:pos:R:3:forces:R:3
Rh -1.3964 -0.1330 -0.7637 0.65 -0.60 -0.64
Br -4.1780 -0.1957 -2.6710 0.46 -0.49 -0.49
C -4.6865 0.8188 -1.1749 -0.72 0.34 -0.13
Br -3.2299 1.8910 -0.4332 -0.87 -0.22 -0.47
H -5.0777 0.1668 -0.4209 0.21 -0.26 0.56
H -5.5076 1.4271 -1.5194 0.13 0.68 0.16
B 0.2672 -2.4096 -0.5672 -1.12 1.55 -0.49
N -1.0895 -2.9145 0.0187 2.94 1.56 -1.06
C -1.4785 -4.1188 0.3455 -0.85 -1.06 0.30
C -2.8325 -4.0705 0.5388 -1.92 -0.54 0.66
C -3.1861 -2.7455 0.3005 0.32 0.28 -0.31
N -2.0993 -2.0321 -0.0249 -0.31 -0.83 0.33
N 0.1459 -2.1598 -2.1198 -1.40 0.20 2.31
C 0.4231 -2.9596 -3.0937 1.26 -0.09 -3.15
C 0.0619 -2.2902 -4.3096 -0.67 -0.29 1.35
C -0.6411 -1.1625 -3.8835 1.09 -0.97 0.61
N -0.5856 -1.0786 -2.5342 0.42 -0.07 -0.05
H 0.3357 -1.1438 -0.2874 -0.07 -0.39 0.66
H 1.1881 -3.0395 -0.2093 0.42 -0.23 -0.02
H -0.8838 -5.0099 0.4220 0.59 0.25 -0.09
H -3.4844 -4.9016 0.8596 0.49 0.75 -0.36
H -4.0994 -2.2144 0.2523 -1.00 -0.05 0.28
H 0.9780 -3.8880 -2.9170 -0.33 0.50 -0.19
H 0.2215 -2.5470 -5.3333 0.05 -0.43 -0.21
H -1.1037 -0.4383 -4.5071 -0.36 0.58 -0.09
C 3.8986 2.9179 -2.2893 -1.01 0.05 -1.53
O 2.8749 2.8293 -1.3047 -0.43 -0.68 0.34
C 2.8349 1.6702 -0.6069 0.01 -0.53 0.39
C 3.2802 0.3866 -0.9716 0.34 0.30 0.72
C 3.2978 -0.6657 -0.0569 -0.19 -0.04 0.36
C 2.8648 -0.4613 1.2620 0.10 -0.09 0.12
C 2.4192 0.7952 1.6222 -1.01 -0.48 0.38
C 2.3097 1.8134 0.6824 0.81 -1.05 -0.45
N 1.8817 3.0790 1.0176 -1.12 1.68 1.39
C 1.0138 3.3959 1.9445 -0.93 -0.05 -0.58
C -0.0331 2.5030 2.5675 0.92 0.83 0.90
C -0.3644 2.5879 3.9312 -0.03 0.11 -1.10
C -1.2734 1.6632 4.4832 0.86 -0.20 0.43
C -1.8210 0.5918 3.7212 -1.19 0.17 1.55
C -1.6687 0.5869 2.4008 0.15 0.30 -2.97
C -0.7595 1.5622 1.7574 -0.03 -1.61 -0.37
O -0.5495 1.4668 0.5199 0.32 0.31 0.44
H 4.8515 2.7738 -1.7753 0.09 -0.26 -0.76
H 3.7774 3.9132 -2.7024 0.45 0.32 0.28
H 3.5891 2.2928 -3.1820 1.06 0.03 1.19
H 3.7821 0.1749 -1.8781 0.10 0.24 -1.08
H 3.6820 -1.6498 -0.3797 -0.26 0.71 0.24
H 2.8793 -1.2382 2.0375 0.14 0.25 -0.60
H 2.0258 0.9471 2.6314 0.39 0.05 -0.25
H 2.3155 3.8546 0.4711 -0.21 -0.66 0.49
H 0.9120 4.4641 2.1692 0.26 -0.35 -0.04
H 0.0668 3.3564 4.5794 -0.01 -0.34 -0.28
H -1.4152 1.7308 5.5650 -0.30 -0.14 -0.42
H -2.5095 -0.1277 4.1771 0.43 0.30 0.07
H -2.2241 -0.0652 1.6394 0.90 0.65 1.67
```
Forces are in eV/Å.